(1)
Molecular formula: C2H8CsO3
Method: DFT, wB97M-V/def2-TZVPD

Structure (XYZ):
```
14
Properties=species:S:1:pos:R:3:forces:R:3
Cs 11.0738 7.0512 21.9421 0.06 -0.07 0.07
O 8.5209 6.6385 23.4294 0.40 0.08 -0.24
H 8.3475 7.2958 24.1033 -0.21 0.25 0.24
H 8.1906 5.8206 23.8012 -0.21 -0.32 0.07
C 15.5961 8.2509 21.4852 -0.56 1.15 1.30
C 16.4564 8.1699 20.2621 0.02 -0.80 0.13
O 16.9355 6.8531 20.1122 -0.29 -0.33 -0.40
O 14.4203 7.3774 21.5978 0.84 -0.20 -0.27
H 15.1869 9.2506 21.6317 0.27 0.35 -0.24
H 16.2666 8.1042 22.3320 -0.51 -0.66 0.23
H 17.3846 8.7141 20.4368 -0.42 0.69 -0.14
H 15.8973 8.5213 19.3949 0.25 0.12 -0.40
H 16.1529 6.3043 20.0235 0.08 -0.45 -0.02
H 13.8198 7.6260 20.8912 0.29 0.19 -0.36
```
Positions in Å, forces in eV/Å.

Summary:
Electronic energy   -8888.240 eV
Gap between HOMO and LUMO   9.2 eV
Molar mass   212.99 g mol⁻¹
Total charge   +1
Energy relative to the best compared isomer or geometry (same formula, charge and spin)   7.3 kcal/mol
HOMO   -13.01 eV



(2)
Molecular formula: C2H8IMnO3
Method: DFT, wB97M-V/def2-TZVPD

Structure (XYZ):
```
15
Properties=species:S:1:pos:R:3:forces:R:3
Mn -1.0255 2.0333 -2.7574 -2.32 2.91 -7.02
I -0.4060 1.3906 -0.8326 -1.89 7.67 -14.12
O -0.7061 4.1175 -0.6860 -0.21 1.21 -0.56
H -1.2274 4.5726 -0.0246 -0.24 0.59 0.18
H -0.6223 3.2242 -0.3525 -0.04 1.54 0.86
C 0.3761 -1.0994 -0.1721 0.67 -0.79 0.96
C 0.3336 -2.4368 0.5756 1.04 0.03 0.88
O 1.3316 -2.6413 1.6057 -0.58 0.40 -1.08
O 0.0142 -0.0388 0.7334 1.24 -5.86 4.96
H -0.3180 -1.1893 -1.0077 -0.28 -0.07 0.03
H 1.3584 -0.8629 -0.5810 0.22 -0.33 0.01
H 0.5612 -3.2371 -0.1286 -0.28 0.10 -0.14
H -0.6681 -2.5610 0.9872 -0.09 -0.09 -0.04
H 1.1848 -2.0583 2.3542 -0.21 0.17 0.02
H -0.1865 0.7868 0.2865 2.98 -7.47 15.06
```
Positions in Å, forces in eV/Å.

Summary:
Electronic energy   -47748.772 eV
Gap between HOMO and LUMO (alpha / beta)   7.0 / 6.6 eV
2S+1   6
Molar mass   261.92 g mol⁻¹
Total charge   +1
Energy relative to the best compared isomer or geometry (same formula, charge and spin)   169.7 kcal/mol
HOMO (alpha / beta)   -13.23 / -13.26 eV



(3)
Molecular formula: C2H8IN2
Method: DFT, wB97M-V/def2-TZVPD

Structure (XYZ):
```
13
Properties=species:S:1:pos:R:3:forces:R:3
C -0.7324 -1.7459 -0.7471 -0.34 -0.65 1.38
C -0.3867 -0.3330 -0.2323 -1.10 -3.34 -2.16
N -0.9976 0.6485 -0.7619 -1.28 4.67 -0.80
N 0.5139 -0.1656 0.6676 2.49 -0.61 2.01
I 1.6553 3.1491 1.8871 -2.25 0.72 0.19
H -1.4359 -1.9276 -1.5610 -0.28 1.35 -0.05
H -1.2794 -2.2686 0.1258 1.61 0.29 -1.17
H 0.1670 -2.2063 -1.1980 -0.13 -0.16 1.16
H -0.7496 1.6043 -0.4931 0.21 -0.44 0.27
H -1.7189 0.7591 -1.4675 0.14 -1.48 0.10
H 1.0939 -1.0111 0.9370 -1.08 1.71 -0.23
H 3.1017 2.7104 1.7903 2.23 -0.68 -0.18
H 0.7687 0.7868 1.0531 -0.22 -1.39 -0.51
```
Positions in Å, forces in eV/Å.

Summary:
Electronic energy   -13278.117 eV
Gap between HOMO and LUMO   10.7 eV
Molar mass   187.00 g mol⁻¹
Total charge   +1
Energy relative to the best compared isomer or geometry (same formula, charge and spin)   0.7 kcal/mol
HOMO   -13.74 eV



(4)
Molecular formula: C2H8IN4O2
Method: DFT, wB97M-V/def2-TZVPD

Structure (XYZ):
```
17
Properties=species:S:1:pos:R:3:forces:R:3
I 15.6900 27.3368 -18.9945 0.11 -0.16 0.00
C 13.0892 29.5552 -21.7271 -1.05 0.63 -1.00
O 12.2020 30.1535 -22.3588 0.65 -0.28 0.59
N 13.0717 29.3596 -20.3889 0.29 -0.44 0.45
N 14.1877 29.0462 -22.3586 0.01 -0.12 0.81
H 12.3587 29.7467 -19.8044 -0.30 0.11 -0.35
H 13.6400 28.6249 -19.9739 0.15 0.29 0.02
H 14.8787 28.5746 -21.7910 0.14 -0.05 -0.37
H 14.2202 29.0912 -23.3547 0.06 -0.07 -0.10
C 18.5414 27.5794 -15.4020 -0.23 0.65 -0.15
O 19.2579 27.9990 -14.4913 -0.22 -0.45 -0.31
N 18.7512 26.3980 -16.0498 0.62 -0.96 0.07
N 17.4667 28.2705 -15.8749 0.43 -0.04 0.55
H 19.5181 25.8187 -15.7576 0.04 0.29 0.17
H 18.2908 26.0885 -16.8880 -0.39 0.46 -0.02
H 17.2974 29.1569 -15.4372 -0.14 -0.03 -0.15
H 16.8660 27.9053 -16.5970 -0.16 0.16 -0.23
```
Positions in Å, forces in eV/Å.

Summary:
Electronic energy   -20365.461 eV
Gap between HOMO and LUMO   8.2 eV
Molar mass   247.02 g mol⁻¹
Total charge   -1
Energy relative to the best compared isomer or geometry (same formula, charge and spin)   0.0 kcal/mol
HOMO   -4.77 eV



(5)
Molecular formula: C2H8N
Method: DFT, wB97M-V/def2-TZVPD

Structure (XYZ):
```
11
Properties=species:S:1:pos:R:3:forces:R:3
C 0.7803 -0.2756 -1.3374 -1.93 0.88 -0.55
C -0.5391 0.0884 -1.3624 1.91 -0.22 0.27
H 1.1177 -1.2989 -1.3469 -0.14 -0.26 0.27
H 1.5450 0.4731 -1.4597 0.18 0.18 -0.08
H -1.2992 -0.6824 -1.2161 -0.03 0.38 -0.35
H -0.8159 1.1565 -1.4893 0.04 -0.93 0.13
N -0.1590 0.0846 1.6407 -0.41 1.40 0.77
H 0.0467 -0.8274 2.0025 -0.36 -0.87 0.25
H -1.1491 0.3650 1.6419 0.11 -0.71 0.08
H 0.2992 0.7578 2.2523 0.35 0.17 -0.04
H 0.1733 0.1591 0.6742 0.26 -0.01 -0.74
```
Positions in Å, forces in eV/Å.

Summary:
Electronic energy   -3686.081 eV
Gap between HOMO and LUMO   10.8 eV
Molar mass   46.09 g mol⁻¹
Total charge   +1
Energy relative to the best compared isomer or geometry (same formula, charge and spin)   25.0 kcal/mol
HOMO   -14.88 eV



(6)
Molecular formula: C2H8N2
Method: DFT, wB97M-V/def2-TZVPD

Structure (XYZ):
```
12
Properties=species:S:1:pos:R:3:forces:R:3
C -1.3167 0.3109 -0.5541 -2.52 2.60 0.74
C 1.3694 0.2592 0.5909 -0.83 -2.36 -2.74
N -1.5738 0.5967 0.7217 3.01 -0.50 -0.95
N 0.3843 -0.7455 -0.4298 1.91 0.29 2.16
H -1.8101 -0.2336 1.2677 -1.25 0.66 -0.32
H 0.8217 -0.9481 -1.3314 0.44 0.18 0.44
H 0.2542 -1.6277 0.0577 0.23 0.01 0.05
H -2.2263 0.4577 -1.1536 -1.46 -3.00 -0.52
H -0.7055 0.6233 -1.4054 1.37 2.21 1.28
H 1.0471 0.3205 1.6226 -0.58 -0.31 -0.31
H 1.4252 1.2338 0.1204 -0.34 -0.01 -0.06
H 2.3306 -0.2473 0.4934 0.02 0.21 0.22
```
Positions in Å, forces in eV/Å.

Summary:
Electronic energy   -5178.194 eV
Gap between HOMO and LUMO   7.7 eV
SMILES string   C=N.CN
Molar mass   60.10 g mol⁻¹
Energy relative to the best compared isomer or geometry (same formula, charge and spin)   127.8 kcal/mol
HOMO   -6.90 eV